Record 1
Entry from the Open Molecules 2025 dataset: a molecular structure, C21H25Cl32F2NO3SSbSi (the ωB97M-V functional and the def2-TZVPD basis).

Cartesian coordinates (Å):
C: 5.86 -1.71 2.81
Si: 3.97 -1.21 3.03
C: 3.69 -1.08 4.93
C: 2.87 -2.50 2.12
C: 1.69 -3.17 3.04
C: 0.38 -2.21 3.29
F: -0.65 -3.09 3.97
F: 0.60 -1.07 4.21
Sb: -0.58 -1.41 1.46
O: 0.20 -2.85 0.24
C: -2.39 -2.74 1.68
N: -2.07 -4.17 1.28
C: -1.67 0.09 2.70
S: -0.89 1.79 2.72
O: -1.55 2.56 3.93
O: -1.16 2.66 1.47
C: 3.75 0.47 2.08
C: 4.06 0.43 0.44
C: 3.90 1.72 -0.57
C: 3.37 3.15 0.10
C: 3.09 3.20 1.72
C: 3.26 1.89 2.74
H: 6.12 -1.81 1.67
H: 6.48 -0.85 3.36
H: 6.08 -2.69 3.44
H: 2.98 -1.99 5.25
H: 3.18 -0.06 5.26
H: 4.68 -1.24 5.57
H: 2.51 -2.01 1.12
H: 3.59 -3.39 1.81
H: 2.14 -3.60 4.06
H: 1.30 -4.13 2.45
H: 0.80 -0.33 1.23
H: -1.29 -0.66 0.03
H: 0.04 -2.52 -0.71
H: -2.88 -2.63 2.75
H: -3.16 -2.33 0.88
H: -2.87 -4.83 1.48
H: -1.24 -4.53 1.84
H: -1.80 -0.24 3.82
H: -2.77 0.23 2.26
H: 0.50 1.69 3.05
H: 4.43 -0.59 -0.06
H: 4.15 1.60 -1.72
H: 3.22 4.05 -0.63
H: 2.73 4.23 2.18
H: 3.05 1.96 3.89
C: 1.74 6.95 -2.08
Cl: 0.41 6.50 -3.19
Cl: 3.09 7.64 -3.02
Cl: 1.15 8.15 -0.91
Cl: 2.29 5.49 -1.22
C: 3.24 9.77 2.28
Cl: 4.89 9.91 2.93
Cl: 3.01 10.94 0.96
Cl: 2.98 8.12 1.66
Cl: 2.06 10.10 3.58
C: 2.34 -3.92 -3.22
Cl: 0.83 -2.98 -3.15
Cl: 3.73 -2.84 -2.96
Cl: 2.31 -5.18 -1.96
Cl: 2.48 -4.69 -4.82
C: -0.06 -1.36 -6.68
Cl: 0.89 -2.72 -6.04
Cl: -1.18 -0.77 -5.43
Cl: 1.03 -0.04 -7.17
Cl: -1.00 -1.90 -8.10
C: -6.36 -1.06 0.35
Cl: -4.96 -0.17 0.99
Cl: -5.90 -2.74 0.00
Cl: -7.67 -1.05 1.56
Cl: -6.93 -0.27 -1.15
C: -3.37 1.79 -3.04
Cl: -2.42 0.43 -2.40
Cl: -4.49 2.38 -1.78
Cl: -2.28 3.11 -3.52
Cl: -4.30 1.25 -4.46
C: -7.57 0.98 -6.60
Cl: -7.78 2.75 -6.57
Cl: -5.86 0.59 -6.90
Cl: -8.08 0.29 -5.04
Cl: -8.57 0.29 -7.90
C: -4.27 -5.97 -1.73
Cl: -4.66 -4.56 -2.75
Cl: -5.00 -7.43 -2.42
Cl: -2.50 -6.17 -1.64
Cl: -4.92 -5.70 -0.09

The net charge is -1. As for the gap between HOMO and LUMO: 6.4395 eV. Its HOMO energy is -5.0440 eV.

---

Record 2
Entry from the Open Molecules 2025 dataset: 2 unconnected molecules or ions with the total composition C4H13N2O2 (the ωB97M-V functional and the def2-TZVPD basis).

Cartesian coordinates (Å):
N: 0.53 2.60 2.11
C: 0.97 1.59 1.08
C: -0.33 0.77 0.86
N: -0.32 -0.24 -0.03
C: 0.85 -0.57 -0.89
C: -1.53 -1.02 -0.29
O: -1.33 1.11 1.54
H: -0.49 2.27 2.18
H: 0.60 3.57 1.76
H: 1.04 2.54 3.00
H: 1.77 0.93 1.49
H: 1.30 2.10 0.12
H: 0.58 -0.35 -1.92
H: 1.73 0.07 -0.61
H: 1.02 -1.69 -0.74
H: -1.91 -0.82 -1.29
H: -1.29 -2.07 -0.20
H: -2.29 -0.73 0.51
H: 0.43 -3.49 -3.11
H: -1.07 -3.53 -2.96
O: -0.28 -3.05 -2.61

The net charge is +1. The calculation puts the energy above the lowest of the compared OMol25 structures with the same formula, charge and spin at 158.7 kJ/mol. As for the gap between HOMO and LUMO: 10.2500 eV. Its HOMO energy is -13.5223 eV.

---

Record 3
Entry from the Open Molecules 2025 dataset: 2 unconnected molecules or ions with the total composition C17H27Si (the ωB97M-V functional and the def2-TZVPD basis).

Cartesian coordinates (Å):
C: -1.53 1.03 3.17
C: -2.38 0.04 2.31
Si: -1.79 -1.75 1.94
C: -0.08 -2.22 2.70
C: 1.00 -2.97 1.87
C: -2.02 -2.29 0.11
C: -2.61 -1.36 -0.99
H: 0.75 0.51 -0.12
H: -2.20 1.75 3.66
H: -0.96 0.49 3.93
H: -0.83 1.61 2.54
H: -3.31 -0.19 2.86
H: -2.69 0.59 1.40
H: 0.42 -1.37 3.20
H: -0.42 -2.89 3.52
H: 1.64 -3.56 2.55
H: 0.54 -3.64 1.13
H: 1.66 -2.27 1.34
H: -1.11 -2.76 -0.32
H: -2.73 -3.13 0.28
H: -3.12 -1.98 -1.75
H: -3.33 -0.65 -0.56
H: -1.82 -0.79 -1.51
C: 1.70 2.25 0.17
C: 2.82 1.89 1.18
C: 3.47 0.66 0.57
C: 2.73 0.16 -0.45
C: 1.50 1.00 -0.69
C: 0.81 1.11 -2.05
C: 0.97 0.13 -3.05
C: 0.24 0.17 -4.24
C: -0.71 1.17 -4.46
C: -0.94 2.10 -3.45
C: -0.19 2.07 -2.26
H: 0.77 2.47 0.70
H: 1.97 3.13 -0.42
H: 3.49 2.72 1.46
H: 2.38 1.64 2.16
H: 4.41 0.26 0.96
H: 2.82 -0.74 -1.04
H: 1.67 -0.69 -2.85
H: 0.42 -0.58 -5.03
H: -1.32 1.18 -5.39
H: -1.68 2.89 -3.60
H: -0.41 2.77 -1.46

The net charge is +1. As for the gap between HOMO and LUMO: 4.8126 eV. Its HOMO energy is -11.1464 eV.

---

Record 4
Entry from the Open Molecules 2025 dataset: a molecular structure, C40H37N6RuS2 (the ωB97M-V functional and the def2-TZVPD basis).

Cartesian coordinates (Å):
Ru: -0.10 0.05 0.06
C: -3.14 0.17 -3.01
C: -1.77 0.40 -3.65
C: -0.71 -0.65 -3.27
N: 0.30 -0.15 -2.36
C: 1.46 0.24 -2.77
C: 1.87 0.28 -4.15
C: 2.90 0.92 -4.78
C: 3.95 1.70 -4.29
C: 4.23 1.85 -2.94
C: 3.63 1.29 -1.83
C: 2.46 0.49 -1.67
N: 2.15 -0.07 -0.54
C: 3.16 -0.24 0.48
C: 2.67 -1.26 1.51
C: 1.99 -2.46 0.85
N: 0.60 -2.18 0.54
C: -0.11 -3.09 -0.04
C: 0.40 -4.33 -0.55
C: -0.23 -5.48 -0.95
C: -1.57 -5.86 -0.87
C: -2.60 -5.04 -0.40
C: -2.60 -3.69 -0.12
C: -1.55 -2.71 -0.26
N: -1.78 -1.45 -0.44
C: -3.13 -0.98 -0.67
C: -3.19 0.32 -1.48
H: -3.49 -0.83 -3.30
H: -3.85 0.87 -3.46
H: -1.40 1.39 -3.37
H: -1.88 0.42 -4.74
H: -0.28 -1.08 -4.18
H: -1.20 -1.48 -2.76
H: 1.20 -0.23 -4.83
H: 2.89 0.82 -5.87
H: 4.59 2.20 -5.00
H: 5.08 2.50 -2.71
H: 4.11 1.55 -0.89
H: 3.43 0.70 0.98
H: 4.08 -0.61 0.01
H: 1.94 -0.80 2.18
H: 3.51 -1.59 2.12
H: 2.04 -3.33 1.51
H: 2.56 -2.73 -0.06
H: 1.48 -4.34 -0.65
H: 0.44 -6.25 -1.33
H: -1.82 -6.88 -1.14
H: -3.56 -5.53 -0.26
H: -3.54 -3.29 0.23
H: -3.61 -0.80 0.30
H: -3.72 -1.75 -1.19
H: -2.38 0.98 -1.15
H: -4.11 0.83 -1.20
S: -0.68 -0.35 2.62
C: -1.80 0.44 3.59
C: -1.77 0.06 4.98
N: -1.73 -0.27 6.09
C: -2.76 1.40 3.19
S: -3.10 1.85 1.62
C: -3.53 2.02 4.25
N: -4.16 2.52 5.07
C: 2.14 6.44 -2.38
C: 2.51 5.93 -1.14
C: 1.90 4.79 -0.63
C: 0.89 4.13 -1.35
C: 0.55 4.65 -2.60
C: 1.16 5.79 -3.11
C: 0.25 2.88 -0.90
C: 0.22 2.28 0.30
C: 0.61 2.99 1.53
C: 1.46 2.42 2.48
C: 1.78 3.08 3.65
C: 1.24 4.33 3.93
C: 0.36 4.90 3.01
C: 0.06 4.24 1.83
H: 2.63 7.33 -2.77
H: 3.29 6.41 -0.56
H: 2.22 4.39 0.32
H: -0.20 4.13 -3.19
H: 0.88 6.16 -4.09
H: -0.18 2.34 -1.75
H: 1.84 1.42 2.30
H: 2.44 2.61 4.37
H: 1.47 4.84 4.86
H: -0.10 5.86 3.22
H: -0.64 4.68 1.13

The spin multiplicity is 6. The net charge is -2. The expectation value of S² is 8.804. The calculation puts the energy above the lowest of the compared OMol25 structures with the same formula, charge and spin at 0.0 kJ/mol. As for the gap between HOMO and LUMO (alpha / beta): 5.5063 / 5.2792 eV. Its HOMO energy (alpha / beta) is -1.0186 / -1.8166 eV.

---

Record 5
Entry from the Open Molecules 2025 dataset: 4 unconnected molecules or ions with the total composition C16H28N4 (the ωB97M-V functional and the def2-TZVPD basis).

Cartesian coordinates (Å):
C: -3.46 0.73 2.14
C: -3.57 -0.60 1.47
C: -2.95 -0.75 0.04
C: -3.10 0.34 -0.98
N: -3.22 1.17 -1.78
H: -3.84 0.80 3.16
H: -3.95 1.56 1.62
H: -2.42 1.03 2.29
H: -4.62 -0.70 1.22
H: -3.44 -1.40 2.20
H: -3.31 -1.67 -0.42
H: -1.87 -0.87 0.17
C: 0.43 2.30 2.01
C: 0.05 2.11 3.51
C: 1.21 1.96 4.49
C: 2.01 3.22 4.58
N: 2.63 4.20 4.64
H: 0.75 3.32 1.83
H: -0.55 2.32 1.54
H: 1.25 1.69 1.62
H: -0.49 1.17 3.60
H: -0.69 2.78 3.95
H: 1.95 1.23 4.17
H: 1.00 1.82 5.55
C: 3.23 -3.24 -3.85
C: 2.11 -4.14 -3.45
C: 0.75 -3.43 -3.52
C: 0.61 -2.20 -2.72
N: 0.52 -1.26 -2.08
H: 4.16 -3.80 -3.89
H: 3.49 -2.39 -3.22
H: 3.14 -2.93 -4.89
H: 2.20 -4.53 -2.44
H: 2.20 -5.04 -4.07
H: 0.06 -4.24 -3.29
H: 0.46 -3.20 -4.55
C: 1.56 1.86 -0.28
C: 0.86 0.50 -0.24
C: -0.37 0.46 -1.20
C: -0.24 1.10 -2.51
N: -0.17 1.56 -3.55
H: 2.38 1.93 0.44
H: 0.96 2.75 -0.13
H: 2.06 2.16 -1.20
H: 0.56 0.13 0.74
H: 1.56 -0.18 -0.72
H: -1.17 0.97 -0.65
H: -0.72 -0.57 -1.32

The calculation puts the energy above the lowest of the compared OMol25 structures with the same formula, charge and spin at 439.3 kJ/mol. The SMILES is CCCC#N.CCCC#N.CCCC#N.CCCC#N. As for the gap between HOMO and LUMO: 10.5905 eV. Its HOMO energy is -10.2758 eV.

---

Record 6
Entry from the Open Molecules 2025 dataset: a molecular structure, C3H2Li2O3V (the ωB97M-V functional and the def2-TZVPD basis).

Cartesian coordinates (Å):
C: -0.24 0.24 0.68
C: 0.19 1.00 -0.36
O: 0.56 -0.14 1.70
H: -1.30 -0.05 0.75
H: 1.26 1.28 -0.42
Li: 0.77 -1.65 2.36
Li: 1.01 1.51 2.08
O: 0.35 -2.32 -1.42
C: -0.42 -1.54 -1.70
O: -0.55 1.41 -1.42
V: -1.62 0.28 -2.26

The spin multiplicity is 4. The net charge is +2. The expectation value of S² is 3.768. The calculation puts the energy above the lowest of the compared OMol25 structures with the same formula, charge and spin at 0.0 kJ/mol. As for the gap between HOMO and LUMO (alpha / beta): 7.9601 / 7.9986 eV. Its HOMO energy (alpha / beta) is -16.0744 / -16.1321 eV.

---

no.,E (Ha)
1,-16948.84744
2,-419.96496
3,-953.11685
4,-2766.12857
5,-845.28166
6,-1299.72391